113
Properties=species:S:1:pos:R:3 method="wB97M-V/def2-TZVPD" total_charge=0 homo_energy_ev="-7.165 / -7.155" spin_multiplicity=4 homo_lumo_gap_ev="5.781 / 5.690" fmax_ha_per_bohr=0.012 s2=3.769
Re -0.094 0.035 0.447
C -0.388 -3.658 5.655
C 0.887 -3.261 4.908
C 0.728 -1.988 4.142
C 1.053 -0.728 4.525
C 1.764 -0.287 5.762
C 3.270 -0.165 5.510
C 0.677 0.148 3.444
N 0.157 -0.581 2.410
C 0.131 -1.882 2.835
C -0.472 -2.893 2.136
C -1.243 -2.711 0.997
C -1.922 -3.786 0.334
C -1.794 -5.231 0.699
C -0.484 -5.830 0.185
C -2.589 -3.242 -0.719
C -2.309 -1.837 -0.703
C -2.719 -0.990 -1.694
C -2.290 0.314 -1.852
N -1.362 0.927 -1.062
C -1.270 2.208 -1.529
C -0.625 3.224 -0.849
C -0.153 3.124 0.436
N -0.168 1.984 1.225
C 0.445 2.350 2.395
C 0.812 1.511 3.434
C 0.772 3.748 2.383
C 0.420 4.222 1.158
C 0.631 5.593 0.599
C 1.858 5.664 -0.313
C 1.481 4.463 3.487
C 2.995 4.235 3.441
C -2.095 2.387 -2.687
C -2.752 1.197 -2.878
C -3.789 0.845 -3.898
C -5.209 0.874 -3.330
C -2.279 3.678 -3.421
C -3.341 4.570 -2.776
N -1.498 -1.511 0.374
C -3.405 -3.921 -1.769
C -4.910 -3.739 -1.560
H -0.254 -4.600 6.186
H -1.226 -3.772 4.965
H -0.663 -2.892 6.381
H 1.184 -4.061 4.225
H 1.709 -3.148 5.616
H 1.570 -0.999 6.566
H 1.364 0.672 6.102
H 3.711 -1.147 5.340
H 3.773 0.296 6.361
H 3.470 0.433 4.619
H -0.399 -3.896 2.532
H -2.640 -5.780 0.281
H -1.863 -5.353 1.783
H -0.435 -5.763 -0.902
H -0.394 -6.879 0.471
H 0.376 -5.289 0.581
H -3.368 -1.394 -2.455
H -0.572 4.195 -1.321
H 1.283 1.969 4.292
H 0.750 6.299 1.423
H -0.259 5.913 0.051
H 2.764 5.419 0.242
H 1.973 6.664 -0.734
H 1.779 4.951 -1.134
H 1.084 4.140 4.453
H 1.267 5.531 3.418
H 3.237 3.175 3.360
H 3.477 4.639 4.332
H 3.429 4.727 2.569
H -3.574 -0.145 -4.311
H -3.720 1.543 -4.737
H -5.301 0.198 -2.479
H -5.933 0.568 -4.085
H -5.475 1.873 -2.985
H -2.565 3.467 -4.455
H -1.329 4.217 -3.471
H -4.310 4.070 -2.770
H -3.446 5.510 -3.320
H -3.081 4.798 -1.742
H -3.163 -4.986 -1.771
H -3.101 -3.538 -2.748
H -5.228 -4.176 -0.613
H -5.471 -4.215 -2.364
H -5.181 -2.682 -1.540
O 3.947 1.161 1.696
S 3.150 0.112 1.120
O 1.910 0.706 0.505
O 2.872 -1.028 1.950
C 4.039 -0.507 -0.293
C 5.421 -0.424 -0.196
C 6.234 -0.949 -1.190
C 5.660 -1.565 -2.287
C 4.280 -1.651 -2.390
C 3.458 -1.120 -1.403
S 1.711 -1.264 -1.768
O 1.248 0.058 -2.193
O 1.606 -2.291 -2.761
O 1.003 -1.612 -0.485
H 5.846 0.068 0.668
H 7.310 -0.879 -1.100
H 6.281 -1.984 -3.068
H 3.824 -2.143 -3.237
N 0.072 0.449 -4.650
C -0.151 -0.550 -5.744
C -1.300 -1.511 -5.326
O -1.981 -1.960 -6.251
O -1.350 -1.711 -4.096
H 0.737 1.170 -4.924
H 0.443 0.028 -3.753
H -0.810 0.899 -4.391
H 0.780 -1.099 -5.875
H -0.408 -0.017 -6.656